Record 1
12
Properties=species:S:1:pos:R:3:lowdin_charge:R:1 method="wB97M-V/def2-TZVPD" homo_energy_ev="-9.4124 / -13.6180" s2=15.76 multiplicity=8 orbital_gap_ev="6.32 / 9.97" fmax_ha_per_bohr=0.015 charge=+1
O -1.5167 -0.0975 0.4619 0.160
C -0.8305 -1.1993 0.6880 -0.561
C -0.9796 0.5042 -0.6657 -0.010
O -1.0403 -1.9569 1.6204 -0.136
O 0.1214 -1.3347 -0.2148 0.140
C 0.0274 -0.2622 -1.0919 -0.007
Sm -0.4968 -4.1584 2.9787 1.106
H -1.4817 1.3796 -1.0596 0.151
H 0.6676 -0.2523 -1.9736 0.153
H 1.1066 2.7367 -0.1150 0.033
O 2.0239 2.4866 0.0962 -0.060
H 2.3988 2.1541 -0.7246 0.031


Record 2
12
Properties=species:S:1:pos:R:3:lowdin_charge:R:1 method="wB97M-V/def2-TZVPD" homo_energy_ev="-10.9452 / -14.1399" s2=0.75 multiplicity=2 orbital_gap_ev="5.78 / 9.11" fmax_ha_per_bohr=0.116 charge=+1
C 0.7148 0.4816 0.2575 -0.456
O 1.4352 1.4416 0.4854 -0.344
O -0.3310 0.1584 1.0033 0.061
C -0.8861 -1.0035 0.4406 -0.057
O 1.2410 -0.9131 -0.1283 0.106
C 0.2004 -1.7455 0.0231 -0.025
Sn 1.6882 2.8984 1.6020 1.149
H 0.2005 -2.6922 -0.5171 0.163
H -1.7638 -1.3736 0.9635 0.148
O -0.4543 0.8899 -1.4738 -0.025
H -0.8360 1.7712 -1.4091 0.089
H -1.2088 0.0869 -1.2471 0.192


Record 3
9
Properties=species:S:1:pos:R:3:lowdin_charge:R:1 method="wB97M-V/def2-TZVPD" homo_energy_ev=-8.9145 multiplicity=1 orbital_gap_ev=7.12 fmax_ha_per_bohr=0.117
C -0.8908 -0.4793 0.9553 -0.260
C -0.1067 -0.1076 -0.1229 -0.878
C 0.9964 0.8474 0.6178 -0.200
H -0.2222 0.2438 2.2092 0.226
H -2.1649 0.2440 0.7619 0.206
H -0.9994 -1.7147 0.8242 0.111
H 1.6900 1.4016 -0.0653 0.126
O 0.8506 1.3849 1.7026 -0.001
S -0.3188 -0.8010 -1.6283 0.668


Record 4
9
Properties=species:S:1:pos:R:3:lowdin_charge:R:1 method="wB97M-V/def2-TZVPD" homo_energy_ev=-10.9032 multiplicity=1 orbital_gap_ev=7.88 fmax_ha_per_bohr=0.106
C 4.2178 2.3321 -0.8605 0.024
C 3.7964 1.1801 -0.5766 -0.514
C 0.7631 -0.7721 0.7760 -0.070
O 4.7422 -1.2820 -0.4562 -0.445
S 3.9350 -0.2851 0.2349 0.965
H 0.1964 -0.0612 0.1903 0.018
H 0.0004 -1.2037 1.4385 0.027
H 1.5259 -0.3188 1.2559 -0.087
H 1.1272 -1.6208 0.0068 0.082


Record 5
9
Properties=species:S:1:pos:R:3:lowdin_charge:R:1 method="wB97M-V/def2-TZVPD" homo_energy_ev="-4.9633 / -9.5214" s2=2.01 multiplicity=3 orbital_gap_ev="5.85 / 7.12" fmax_ha_per_bohr=0.076
C 0.1918 0.9659 -1.1293 -0.489
C 0.1829 0.2915 0.0837 -0.739
C -0.2679 -0.9718 0.7129 -0.020
O -0.5395 1.5086 -0.0151 -0.054
S 1.7869 1.1032 -0.3065 0.917
H -0.0907 0.6991 -2.1886 0.133
H -0.1686 -0.6972 1.7599 0.084
H 0.2567 -1.8791 0.5720 0.069
H -1.3517 -1.0203 0.5109 0.098


Record 6
10
Properties=species:S:1:pos:R:3:lowdin_charge:R:1 method="wB97M-V/def2-TZVPD" homo_energy_ev=-9.0926 multiplicity=1 orbital_gap_ev=7.14 fmax_ha_per_bohr=0.017 smiles="OCC(=S)C=S"
O -0.0617 2.1010 -0.5011 -0.060
C -0.3802 1.2790 0.6028 -0.336
C -0.5445 -0.1577 0.1263 -0.817
S -1.9931 -0.8708 -0.0212 0.792
C 0.6775 -0.8973 -0.2761 -0.694
S 2.1930 -0.4704 0.0671 0.773
H -0.8283 2.2001 -1.0725 0.094
H -1.3108 1.6015 1.1213 0.115
H 0.4500 1.3394 1.3019 0.093
H 0.4672 -1.8346 -0.7955 0.039


Record 7
10
Properties=species:S:1:pos:R:3:lowdin_charge:R:1 method="wB97M-V/def2-TZVPD" homo_energy_ev=-9.1594 multiplicity=1 orbital_gap_ev=9.74 fmax_ha_per_bohr=0.076 smiles=C#CC(O)(S)S
C -2.0158 -1.1271 0.0633 0.150
C -0.9392 -0.6059 -0.1303 -0.182
C 0.3934 0.0745 -0.1653 -1.164
O 1.1393 -0.6047 -1.1119 -0.124
S 1.3866 -0.3052 1.4032 0.720
S 0.1019 1.8954 -0.2780 0.713
H -2.7684 -1.7528 0.3145 0.004
H 0.8064 -0.5386 -2.0124 0.110
H 0.5917 0.4100 2.2635 -0.114
H 1.3040 2.5545 -0.3466 -0.113


Record 8
10
Properties=species:S:1:pos:R:3:lowdin_charge:R:1 method="wB97M-V/def2-TZVPD" homo_energy_ev=-8.9662 multiplicity=1 orbital_gap_ev=8.03 fmax_ha_per_bohr=0.050 smiles="C=CC(=S)SO"
C 0.1382 -0.2725 -1.4131 0.020
C -0.1916 -0.7497 -0.2372 -0.316
C -0.9708 -0.1781 0.8748 -1.051
S -2.0698 -1.0599 1.7126 0.664
S -0.4682 1.5835 1.3231 0.867
O 1.0921 1.7748 0.7846 -0.486
H 0.6545 -0.9287 -2.0919 0.066
H 0.0780 0.6956 -1.8063 0.055
H 0.1145 -1.8438 -0.1432 0.123
H 1.6231 0.9790 0.9965 0.057


Record 9
10
Properties=species:S:1:pos:R:3:lowdin_charge:R:1 method="wB97M-V/def2-TZVPD" homo_energy_ev=-9.0570 multiplicity=1 orbital_gap_ev=9.33 fmax_ha_per_bohr=0.045 smiles="S=CO/C=C/S"
S 1.3014 2.4130 0.6961 0.691
C 1.6089 1.2795 -0.4248 -0.719
O 1.0030 0.1676 -0.8732 -0.090
C -0.2682 -0.1647 -0.4546 -0.246
C -0.5091 -0.8688 0.6195 -0.496
S -2.0191 -1.5626 1.2431 0.727
H 2.5225 1.2119 -1.0044 0.072
H -1.0827 0.1611 -0.9984 0.097
H 0.3237 -1.3726 1.0208 0.060
H -2.8804 -1.2645 0.1759 -0.096


Record 10
10
Properties=species:S:1:pos:R:3:lowdin_charge:R:1 method="wB97M-V/def2-TZVPD" homo_energy_ev=-8.8232 multiplicity=1 orbital_gap_ev=8.29 fmax_ha_per_bohr=0.039 smiles="C=CC(=S)SO"
C 0.8344 -1.1586 0.0406 0.030
C 0.3673 -0.2374 0.8567 -0.270
C -0.9687 0.3021 0.6070 -1.126
S -2.2248 0.2757 1.5935 0.685
S -1.3552 0.8087 -1.0934 0.878
O 0.1793 1.0260 -1.6689 -0.467
H 1.6868 -1.8159 -0.0002 0.076
H 0.0898 -1.3247 -0.7100 0.042
H 0.8897 0.2755 1.6556 0.106
H 0.5013 1.8487 -1.2809 0.047


Record 11
10
Properties=species:S:1:pos:R:3:lowdin_charge:R:1 method="wB97M-V/def2-TZVPD" homo_energy_ev="-7.1318 / -9.4874" s2=2.14 multiplicity=3 orbital_gap_ev="5.92 / 8.11" fmax_ha_per_bohr=0.083
C -0.8687 -0.1196 0.1267 0.003
C 0.4184 -0.3060 -0.3556 -0.283
C 1.4892 0.5007 0.2980 -0.511
O 6.1218 -0.8227 0.1308 -0.629
S 3.0879 -0.1898 -0.0232 0.533
S 5.4583 0.4294 0.0512 0.604
H -1.6465 -0.6746 -0.3747 0.047
H -1.0266 0.6087 0.9003 0.050
H 0.6878 -0.8990 -1.2771 0.103
H 1.4357 1.4479 0.9307 0.081


Record 12
11
Properties=species:S:1:pos:R:3:lowdin_charge:R:1 method="wB97M-V/def2-TZVPD" homo_energy_ev=-8.9305 multiplicity=1 orbital_gap_ev=7.79 fmax_ha_per_bohr=0.116 smiles="OCC(=S)C(=S)S"
O 2.4969 0.7621 0.7210 -0.105
C 1.1775 1.0861 0.7571 -0.370
C 0.6366 -0.0007 0.0460 -0.856
S 1.5250 -0.9881 -0.8430 0.883
C -0.9259 0.0220 -0.0787 -1.253
S -1.7082 1.4076 -0.5265 0.666
S -1.6261 -1.3296 0.5713 0.847
H 2.7885 0.5820 -0.1364 -0.014
H 0.6959 1.3106 1.8257 0.195
H 0.7298 2.0329 0.2621 0.127
H -0.5692 -2.1033 0.7050 -0.119


Record 13
8
Properties=species:S:1:pos:R:3:lowdin_charge:R:1 method="wB97M-V/def2-TZVPD" homo_energy_ev=-9.0192 multiplicity=1 orbital_gap_ev=9.99 fmax_ha_per_bohr=0.094 smiles="SC1C=C1"
S 2.1032 -0.1955 0.1253 0.593
C 0.4349 0.0041 -0.6321 -0.560
C -0.7471 0.3069 0.2291 -0.182
C -0.9755 -0.9207 -0.0777 0.082
H 2.4530 1.2077 0.4176 -0.090
H 0.5148 0.4317 -1.5654 0.018
H -1.0440 1.2326 0.6505 0.088
H -1.5231 -1.7904 0.0190 0.052


Record 14
8
Properties=species:S:1:pos:R:3:lowdin_charge:R:1 method="wB97M-V/def2-TZVPD" homo_energy_ev=-8.9000 multiplicity=1 orbital_gap_ev=8.39 fmax_ha_per_bohr=0.055 smiles="C#C.C=S"
C -2.4278 0.7846 -0.2939 -0.029
C -3.2008 -0.1131 -0.1321 -0.024
H -1.7031 1.6096 -0.4493 0.040
H -3.9765 -0.8539 -0.0804 0.019
C 2.9979 -0.4026 0.2743 -0.583
S 1.7201 -1.1000 -0.3975 0.605
H 3.2454 -0.4401 1.2915 -0.024
H 3.3448 0.5154 -0.2126 -0.004


Record 15
8
Properties=species:S:1:pos:R:3:lowdin_charge:R:1 method="wB97M-V/def2-TZVPD" homo_energy_ev=-8.8498 multiplicity=1 orbital_gap_ev=8.00 fmax_ha_per_bohr=0.078 smiles="C=CC=S"
C 2.0707 -0.5425 0.0251 0.044
C 1.1358 0.4042 -0.1003 -0.291
C -0.2469 0.6718 0.1736 -0.730
S -1.5076 -0.2897 -0.0476 0.692
H 3.1421 -0.3386 -0.2636 0.093
H 1.8650 -1.3879 0.5115 0.012
H 1.6819 1.3325 -0.3335 0.094
H -0.3257 1.8275 0.2570 0.087


Record 16
8
Properties=species:S:1:pos:R:3:lowdin_charge:R:1 method="wB97M-V/def2-TZVPD" homo_energy_ev=-8.7088 multiplicity=1 orbital_gap_ev=9.80 fmax_ha_per_bohr=0.088 smiles="SC1C=C1"
S -1.9991 0.1648 0.0645 0.671
C -0.3036 0.1063 -0.4102 -0.730
C 0.8613 -0.1565 0.4824 -0.066
C 0.7550 1.1035 0.0949 -0.037
H -1.8585 0.8335 1.3004 -0.097
H -0.2537 0.1738 -1.5337 0.084
H 1.2885 -0.9874 1.0894 0.110
H 1.0974 2.0680 0.1883 0.065


Record 17
8
Properties=species:S:1:pos:R:3:lowdin_charge:R:1 method="wB97M-V/def2-TZVPD" homo_energy_ev=-8.6002 multiplicity=1 orbital_gap_ev=7.57 fmax_ha_per_bohr=0.049 smiles="C=CC=S"
C 1.0912 -0.3591 -0.3517 -0.015
C 0.1338 -0.3864 0.5773 -0.262
C -0.8737 0.6171 0.4096 -0.659
S -1.1867 1.4538 -0.9922 0.634
H 1.3968 0.5688 -0.9294 0.065
H 1.4611 -1.1239 -1.0359 0.072
H -0.3151 -1.1986 1.2354 0.127
H -1.7074 0.4282 1.0870 0.040


Record 18
8
Properties=species:S:1:pos:R:3:lowdin_charge:R:1 method="wB97M-V/def2-TZVPD" homo_energy_ev=-8.8025 multiplicity=1 orbital_gap_ev=9.71 fmax_ha_per_bohr=0.120
C -0.9184 0.7047 0.4810 -0.035
C -1.0943 -0.5898 0.4054 -0.082
C 0.1095 -0.1266 -0.2124 -0.733
S 1.8223 -0.2006 0.3849 0.619
H -1.3524 1.6003 0.7590 0.077
H -1.5715 -1.5669 0.6089 0.116
H 0.4016 0.1783 -1.6689 0.167
H 2.6032 0.0006 -0.7579 -0.129


Record 19
8
Properties=species:S:1:pos:R:3:lowdin_charge:R:1 method="wB97M-V/def2-TZVPD" homo_energy_ev=-8.9857 multiplicity=1 orbital_gap_ev=10.09 fmax_ha_per_bohr=0.130 smiles="SC1C=C1"
S -2.1158 0.0356 -0.0713 0.678
C -0.4184 -0.1602 0.6098 -0.674
C 0.7189 0.5863 -0.0040 -0.047
C 0.6914 -0.7325 -0.1930 -0.051
H -2.0007 -0.8701 -1.0135 -0.176
H -0.2171 -0.3542 1.8670 0.155
H 1.1666 1.5085 0.1058 0.073
H 1.1674 -1.4795 -0.6249 0.043


Record 20
8
Properties=species:S:1:pos:R:3:lowdin_charge:R:1 method="wB97M-V/def2-TZVPD" homo_energy_ev="-6.5641 / -10.5130" s2=2.01 multiplicity=3 orbital_gap_ev="6.91 / 9.86" fmax_ha_per_bohr=0.049
C -1.1164 -0.5214 -0.1140 -0.687
C 0.2749 -0.7164 0.0650 -0.365
C 0.6721 0.6909 0.0168 -0.003
S -2.4949 0.1463 0.0708 0.701
H 0.5917 -1.1343 1.0455 0.128
H 0.8425 -1.0212 -0.8413 0.117
H 1.1414 1.1559 -0.8272 0.060
H 0.0887 1.4001 0.5844 0.050


Computed ΔE to the lowest compared entry with this formula, charge and spin, in the same sequence as the records: 0.0, 36.4, 133.3, 132.5, 94.1, 41.2, 73.4, 56.3, 51.7, 53.8, 19.2, 56.7, 56.6, 51.7, 18.4, 42.4, 32.1, 74.6, 53.5, 4.3 kcal per mole.